[1]
Here is an isolated ion of composition C7H16P and charge +1 at a distorted geometry from the Open Molecules 2025 dataset. Energies are from wB97M-V/def2-TZVPD.

```
24
Properties=species:S:1:pos:R:3
C -2.3250 1.2460 0.2400
C -1.6808 0.1998 -0.2646
C -2.3104 -1.1729 -0.1280
C 0.7686 -1.2949 1.1881
C 2.4776 -0.4089 -0.9720
C 1.2588 1.6509 0.7833
C -0.4230 0.1747 -1.0724
P 0.9947 0.0462 0.0145
H -1.8168 2.2666 0.0889
H -3.3545 1.2715 0.5378
H -1.4220 -1.8141 0.0775
H -2.8160 -1.4339 -1.1329
H -3.1276 -1.4184 0.5905
H 1.8001 -1.4790 1.5198
H 0.2803 -2.1587 0.7001
H 0.0656 -0.8631 2.0498
H 3.0380 -1.3144 -0.6415
H 3.1677 0.4801 -0.8935
H 2.1986 -0.5388 -2.0588
H 0.4325 2.0370 1.2198
H 1.5740 2.4033 0.0346
H 2.0447 1.5946 1.5739
H -0.4430 -0.5988 -1.7781
H -0.3822 1.1252 -1.6768
```

Properties
spin multiplicity	3
charge	+1
energy relative to the best compared isomer or geometry (same formula, charge and spin)	0.0	kcal per mole
LUMO (alpha / beta)	-2.6 / -5.9	eV
frontier orbital gap (alpha / beta)	0.234 / 0.348	hartree
molecular weight	131.18	g mol⁻¹

Results of the Löwdin charge analysis, in e, for atoms 1 through 6:
1 C 0.0428
2 C -0.4344
3 C -0.0475
4 C -0.1789
5 C -0.1683
6 C -0.1548


[2]
Here is C9H21AlB2F2N3O10 as an isolated structure at a distorted geometry from the Open Molecules 2025 dataset. Energies are from wB97M-V/def2-TZVPD.

```
48
Properties=species:S:1:pos:R:3
N 1.7898 -0.0817 0.0114
C 2.3331 0.3050 -1.3464
N 2.9674 -0.8608 -2.0854
N 3.3144 1.4670 -1.0947
C 1.0499 0.8442 -2.2539
Al -0.7370 -0.0547 -1.8023
C -2.2126 0.2241 -3.2312
B -3.4916 0.9391 -2.4170
O -4.5913 0.0731 -1.8631
O -3.5554 2.4068 -2.1860
B -0.6370 -2.0790 -1.4572
O 0.3994 -3.0081 -1.9482
O -1.7086 -2.6766 -0.5844
H 2.3957 -0.7638 0.5177
H 1.5232 0.7401 0.5966
H 3.7086 -0.5534 -2.7574
H 2.2016 -1.2620 -2.7005
H 3.8651 1.2748 -0.2109
H 3.9793 1.5750 -1.8916
H 1.0359 2.0266 -2.0881
H 1.2438 0.7090 -3.4198
H -1.2472 0.6192 -0.4317
H -1.8064 0.9011 -4.1104
H -2.6561 -0.7987 -3.6413
H -4.1761 -0.3122 -1.0282
H -2.7608 2.5977 -1.5820
H 1.1379 -3.0222 -1.2454
H -1.3696 -2.4579 0.3518
C -4.9800 2.4505 0.6377
C -5.4236 3.4729 1.6275
O -5.6191 2.7265 2.8071
C -4.7456 1.6846 2.7162
O -4.4229 0.9780 3.6567
O -4.2685 1.5324 1.4432
F -6.6083 4.0135 1.2643
H -5.8180 1.9365 0.1551
H -4.3352 2.8740 -0.1371
H -4.6919 4.2669 1.8112
C 4.5684 -3.3887 2.9012
C 5.2142 -2.4636 3.8752
O 5.6768 -1.4051 3.0673
C 4.8146 -1.3607 2.0132
O 4.7181 -0.4164 1.2472
O 4.0647 -2.5013 1.9231
F 6.2820 -3.0496 4.4618
H 5.2809 -4.0770 2.4342
H 3.7621 -3.9723 3.3536
H 4.5356 -2.0729 4.6409
```

Properties
spin multiplicity	1
charge	-1
LUMO	2.1	eV
frontier orbital gap	0.240	hartree
molecular weight	417.88	g mol⁻¹

Results of the Löwdin charge analysis, in e, for atoms 1 through 6:
1 N 0.0358
2 C -0.6279
3 N 0.0321
4 N 0.0141
5 C -0.2239
6 Al 0.2980


[3]
Here is C28H45IrN3O5S2Sb as an isolated structure from the Open Molecules 2025 dataset. Energies are from wB97M-V/def2-TZVPD.

```
85
Properties=species:S:1:pos:R:3
Ir -1.7164 0.4582 1.4869
O -0.3980 1.8005 2.5363
C -0.0702 1.2605 3.8402
C -1.3620 0.7031 4.3839
N -1.9031 -0.3405 3.4836
C -1.1273 -1.5984 3.5086
C -0.5116 -1.9592 2.1405
O -0.3344 -3.1172 1.8527
O -0.1394 -0.9349 1.3866
C -3.3696 -0.4318 3.6665
C -4.1099 0.6449 2.8466
O -5.3160 0.6728 2.8776
O -3.3818 1.4766 2.1191
H 0.4013 1.9875 2.0263
H 0.3050 2.0615 4.4761
H 0.6971 0.4923 3.7266
H -2.0879 1.5165 4.4114
H -1.2323 0.3165 5.3989
H -1.7149 -2.4346 3.8817
H -0.2753 -1.4783 4.1835
H -3.6426 -0.3082 4.7179
H -3.7310 -1.4033 3.3357
N -1.3167 4.3414 -4.8312
C -1.3550 3.7372 -3.8544
C -1.4084 2.9750 -2.6370
C -1.7152 3.5954 -1.4261
C -1.7872 2.8436 -0.2641
C -1.5392 1.4617 -0.2605
C -1.2234 0.8709 -1.4896
C -1.1682 1.6037 -2.6651
H -1.9079 4.6606 -1.4064
H -2.0527 3.3413 0.6625
H -1.0684 -0.2027 -1.5262
H -0.9516 1.1224 -3.6115
S -3.0289 -1.0890 0.3610
C -4.0791 -0.1646 -0.6222
N -4.6453 0.9704 -0.3269
C -5.3747 1.6357 -1.4037
C -5.7707 0.5331 -2.3840
S -4.4942 -0.7541 -2.1896
H -4.4530 1.4441 0.5589
H -4.7215 2.3772 -1.8705
H -6.2452 2.1407 -0.9903
H -5.7639 0.8839 -3.4121
H -6.7434 0.1044 -2.1532
C 2.8156 -3.1420 1.1677
C 3.3318 -1.7342 0.8757
C 4.7744 -1.8214 0.3715
C 3.2595 -0.8767 2.1386
Sb 1.9920 -0.7787 -0.5778
C 2.8415 1.1865 -1.1604
C 2.1689 2.2028 -0.2368
C 2.4928 1.4824 -2.6132
C 4.3528 1.2255 -0.9757
C 1.5777 -2.2009 -2.2071
C 0.5478 -3.1711 -1.6291
C 0.9990 -1.4925 -3.4251
C 2.8748 -2.9095 -2.5867
H 3.3834 -3.5385 2.0154
H 2.9855 -3.8181 0.3297
H 1.7571 -3.1716 1.4260
H 5.3210 -2.4869 1.0472
H 5.2848 -0.8627 0.3792
H 4.8525 -2.2484 -0.6284
H 3.8622 -1.3460 2.9220
H 2.2338 -0.7954 2.5044
H 3.6577 0.1281 1.9778
H 1.0848 2.2151 -0.3695
H 2.5435 3.2026 -0.4776
H 2.4105 2.0091 0.8146
H 1.4332 1.3617 -2.8242
H 3.0683 0.8600 -3.2997
H 2.7512 2.5255 -2.8230
H 4.6457 1.1496 0.0711
H 4.7085 2.1945 -1.3416
H 4.8680 0.4525 -1.5459
H -0.3670 -2.6608 -1.3197
H 0.9212 -3.7251 -0.7688
H 0.2835 -3.8939 -2.4073
H 0.0791 -0.9566 -3.1972
H 0.7518 -2.2591 -4.1662
H 1.7036 -0.8055 -3.8891
H 3.3192 -3.4510 -1.7536
H 3.6167 -2.2213 -2.9975
H 2.6453 -3.6446 -3.3650
```

Properties
spin multiplicity	2
charge	+1
energy relative to the best compared isomer or geometry (same formula, charge and spin)	0.0	kcal per mole
LUMO (alpha / beta)	-2.4 / -4.6	eV
frontier orbital gap (alpha / beta)	0.309 / 0.236	hartree
molecular weight	881.80	g mol⁻¹

Results of the Löwdin charge analysis, in e, for atoms 1 through 6:
1 Ir 1.1613
2 O -0.1482
3 C -0.1528
4 C -0.1384
5 N -0.2763
6 C -0.0554


[4]
Here is one molecule with the formula C3H2F2O at a distorted geometry from the Open Molecules 2025 dataset. Energies are from wB97M-V/def2-TZVPD.

```
8
Properties=species:S:1:pos:R:3
C -1.0022 -0.6396 -0.0154
C -0.1952 0.4022 -0.0148
C 1.2788 0.3173 0.0058
H -0.6289 -1.6855 -0.0209
H 1.7617 1.2461 0.0773
O 1.8345 -0.7622 -0.0172
F -2.3450 -0.5583 0.0039
F -0.7037 1.6801 -0.0187
```

Properties
spin multiplicity	1
charge	0
energy relative to the best compared isomer or geometry (same formula, charge and spin)	17.6	kcal per mole
LUMO	-0.3	eV
frontier orbital gap	0.377	hartree
SMILES string	O=C/C(F)=C/F
molecular weight	92.04	g mol⁻¹

Results of the Löwdin charge analysis, in e, for atoms 1 through 6:
1 C -0.0389
2 C -0.2108
3 C -0.1816
4 H 0.1513
5 H 0.1119
6 O 0.0646


- Which of these has the lowest molecular weight?
  C3H2F2O